Record 1
The following is a quantum chemistry calculation of a 11-piece molecular cluster, C44H55F33O22 overall in a non-equilibrium geometry, from the Open Molecules 2025 dataset.

The HOMO energy is -10.8 eV. As for the lowest unoccupied orbital energy: 0.1 eV. Its SMILES is CCOC(=O)C(F)(F)F.CCOC(=O)C(F)(F)F.CCOC(=O)C(F)(F)F.CCOC(=O)C(F)(F)F.CCOC(=O)C(F)(F)F.CCOC(=O)C(F)(F)F.CCOC(=O)C(F)(F)F.CCOC(=O)C(F)(F)F.CCOC(=O)C(F)(F)F.CCOC(=O)C(F)(F)F.CCOC(=O)C(F)(F)F. As for the charge: 0. The orbital gap is 10.88 eV. The total energy comes out at -181243.60546 eV. For the relative energy (zero: lowest compared OMol25 entry of this formula, charge and spin), the calculation gives 71.5 kcal per mole.

Geometry as XYZ:
```
154
C44H55F33O22 | the Open Molecules 2025 dataset | the ωB97M-V functional and the def2-TZVPD basis
C 2.54 4.54 3.39
C 2.03 3.19 3.90
O 2.03 3.26 5.34
C 0.95 3.66 5.98
O -0.08 4.01 5.47
C 1.10 3.66 7.53
F 2.31 3.27 7.90
F 0.93 4.94 7.90
F 0.17 2.91 8.09
H 2.91 4.57 2.36
H 3.53 4.56 3.86
H 1.91 5.36 3.72
H 2.81 2.48 3.61
H 1.09 2.91 3.44
C 2.08 -0.39 4.50
C 0.79 -0.21 5.29
O 1.17 -0.32 6.69
C 0.12 -0.39 7.52
O -1.03 -0.43 7.20
C 0.50 -0.39 9.01
F 0.20 -1.59 9.51
F 1.81 -0.22 9.20
F -0.23 0.54 9.63
H 1.93 -0.09 3.46
H 2.35 -1.44 4.49
H 2.91 0.23 4.81
H 0.14 -1.05 5.03
H 0.30 0.74 5.08
C 3.21 -4.17 -4.19
C 2.89 -5.14 -5.32
O 1.68 -4.68 -5.99
C 0.53 -5.07 -5.48
O 0.40 -5.79 -4.53
C -0.72 -4.52 -6.22
F -1.56 -5.49 -6.51
F -1.30 -3.59 -5.44
F -0.36 -3.97 -7.38
H 4.05 -4.41 -3.54
H 2.33 -3.91 -3.60
H 3.40 -3.13 -4.49
H 2.65 -6.15 -5.00
H 3.70 -5.22 -6.04
C -4.44 5.61 3.19
C -4.89 4.67 4.28
O -4.03 3.54 4.30
C -3.64 2.93 5.42
O -4.08 3.22 6.50
C -2.85 1.62 5.24
F -1.71 1.76 5.89
F -3.60 0.64 5.74
F -2.61 1.32 3.96
H -3.35 5.70 3.15
H -4.65 6.67 3.40
H -4.87 5.56 2.20
H -5.89 4.36 3.96
H -5.03 5.16 5.24
C 0.65 1.08 -7.64
C 0.16 0.10 -6.59
O -0.44 0.82 -5.50
C 0.26 1.02 -4.39
O 1.23 0.35 -4.14
C -0.42 1.87 -3.33
F -1.11 2.88 -3.88
F -1.35 1.08 -2.76
F 0.39 2.33 -2.40
H -0.28 1.42 -8.10
H 1.35 0.65 -8.35
H 1.05 1.91 -7.06
H 0.89 -0.64 -6.22
H -0.49 -0.68 -6.99
C 1.63 -5.91 -0.34
C 0.29 -5.45 -0.87
O -0.64 -5.28 0.21
C -0.84 -4.04 0.63
O -0.31 -3.06 0.18
C -1.82 -4.00 1.83
F -1.26 -3.27 2.78
F -2.98 -3.42 1.52
F -2.01 -5.24 2.26
H 1.52 -6.74 0.36
H 2.16 -5.09 0.15
H 2.22 -6.27 -1.19
H -0.12 -6.20 -1.55
H 0.39 -4.57 -1.51
C -8.10 4.86 -0.25
C -6.97 4.17 0.47
O -5.71 4.67 0.07
C -4.60 3.98 0.24
O -4.52 2.87 0.68
C -3.29 4.66 -0.27
F -2.34 3.76 -0.50
F -3.49 5.50 -1.28
F -2.81 5.42 0.75
H -9.05 4.55 0.16
H -8.05 4.58 -1.31
H -8.09 5.94 -0.14
H -7.05 3.09 0.36
H -7.11 4.34 1.55
C 4.17 -3.01 0.51
C 4.04 -2.53 1.92
O 5.26 -2.48 2.66
C 6.05 -1.41 2.66
O 5.93 -0.34 2.14
C 7.31 -1.71 3.50
F 8.40 -1.12 2.93
F 7.19 -0.99 4.66
F 7.56 -2.98 3.72
H 4.64 -3.99 0.50
H 4.83 -2.47 -0.18
H 3.23 -3.12 -0.02
H 3.44 -3.20 2.53
H 3.60 -1.53 2.01
C 4.21 1.79 -4.81
C 4.01 0.86 -5.99
O 4.77 -0.35 -5.75
C 4.85 -1.21 -6.75
O 3.99 -1.39 -7.57
C 6.01 -2.18 -6.69
F 6.40 -2.46 -7.96
F 7.06 -1.66 -6.06
F 5.64 -3.31 -6.12
H 5.26 2.06 -4.71
H 3.79 1.37 -3.90
H 3.59 2.67 -4.98
H 4.36 1.33 -6.90
H 2.95 0.58 -6.04
C -4.14 -0.01 -0.57
C -5.37 -0.79 -0.24
O -6.05 -1.29 -1.37
C -6.94 -0.48 -1.98
O -7.15 0.64 -1.61
C -7.50 -1.12 -3.25
F -8.53 -0.38 -3.69
F -6.57 -1.14 -4.19
F -7.94 -2.35 -2.98
H -3.40 -0.53 -1.20
H -3.61 0.34 0.31
H -4.35 0.91 -1.12
H -6.04 -0.18 0.37
H -5.05 -1.65 0.34
C 2.37 -1.64 -1.83
C 2.39 -0.35 -1.06
O 1.12 -0.21 -0.42
C 1.00 0.61 0.62
O 1.97 1.04 1.19
C -0.41 0.71 1.17
F -0.89 -0.49 1.46
F -0.43 1.41 2.31
F -1.20 1.44 0.35
H 3.34 -1.91 -2.26
H 1.66 -1.50 -2.64
H 2.10 -2.43 -1.13
H 2.34 0.51 -1.74
H 3.26 -0.21 -0.41
```

***

Record 2
The following is a quantum chemistry calculation of C36H50CsGeN7O5 as an isolated structure, from the Open Molecules 2025 dataset.

The HOMO energy is -3.9 eV. As for the lowest unoccupied orbital energy: -0.4 eV. As for the charge: 0. The orbital gap is 3.53 eV. The total energy comes out at -115874.89974 eV. For the relative energy (zero: lowest compared OMol25 entry of this formula, charge and spin), the calculation gives 31.1 kcal per mole.

Geometry as XYZ:
```
100
C36H50CsGeN7O5 | the Open Molecules 2025 dataset | the ωB97M-V functional and the def2-TZVPD basis
Cs -0.30 0.91 1.00
C -2.06 -2.38 5.12
O -3.05 -1.37 4.83
C -2.53 -0.63 3.82
N -1.37 -0.90 3.40
C -0.86 -2.02 4.21
C -0.39 -3.20 3.39
C 0.54 -4.07 3.95
C 0.96 -5.19 3.26
C 0.45 -5.45 1.99
C -0.47 -4.58 1.42
C -0.89 -3.46 2.13
C -3.41 0.48 3.36
C -4.62 0.67 4.03
C -5.45 1.69 3.61
C -5.04 2.49 2.56
C -3.81 2.23 1.97
N -3.00 1.25 2.36
C -3.38 3.11 0.84
N -2.30 3.08 0.18
C -2.36 4.17 -0.80
C -3.77 4.77 -0.61
O -4.30 4.06 0.52
C -2.13 3.72 -2.23
C -1.85 4.68 -3.19
C -1.76 4.33 -4.53
C -1.93 3.01 -4.91
C -2.18 2.04 -3.96
C -2.29 2.39 -2.62
H -2.48 -3.35 4.88
H -1.83 -2.33 6.18
H -0.02 -1.65 4.79
H 0.95 -3.86 4.94
H 1.69 -5.86 3.70
H 0.79 -6.32 1.44
H -0.84 -4.73 0.41
H -1.57 -2.77 1.65
H -4.89 0.01 4.84
H -6.40 1.87 4.10
H -5.65 3.30 2.19
H -1.58 4.90 -0.55
H -4.41 4.59 -1.47
H -3.76 5.84 -0.37
H -1.72 5.72 -2.89
H -1.55 5.09 -5.27
H -1.85 2.73 -5.96
H -2.29 1.00 -4.24
H -2.47 1.63 -1.87
N 1.51 -1.72 1.22
C 2.38 -0.86 0.44
C 3.65 -1.53 -0.13
C 4.55 -2.17 0.94
C 6.04 -1.93 0.72
N 6.41 -0.54 0.39
C 6.42 0.51 1.21
N 5.83 0.49 2.39
N 7.14 1.60 0.85
C 2.81 0.33 1.33
O 3.22 0.03 2.49
O 2.77 1.48 0.85
H 1.92 -1.90 2.13
H 1.31 -2.60 0.76
H 1.83 -0.48 -0.42
H 4.20 -0.75 -0.67
H 3.35 -2.26 -0.88
H 4.40 -3.25 0.97
H 4.27 -1.80 1.92
H 6.39 -2.51 -0.14
H 6.62 -2.24 1.59
H 6.83 -0.39 -0.51
H 4.86 0.07 2.50
H 5.93 1.33 2.95
H 7.59 1.61 -0.05
H 6.84 2.49 1.19
C 1.44 2.46 -3.77
C 1.20 2.43 -2.28
C 1.67 3.61 -1.47
O 0.66 1.50 -1.74
H 2.50 2.63 -3.97
H 0.88 3.30 -4.19
H 1.10 1.53 -4.22
H 2.20 4.35 -2.07
H 2.30 3.24 -0.66
H 0.80 4.08 -1.01
C -0.43 -1.10 -3.84
Ge -1.82 -2.13 -2.89
C -3.58 -1.23 -3.18
C -2.05 -3.78 -3.98
C -1.40 -2.39 -1.09
H -0.72 -0.89 -4.88
H 0.50 -1.67 -3.86
H -0.24 -0.16 -3.33
H -3.81 -1.08 -4.24
H -3.61 -0.26 -2.67
H -4.36 -1.85 -2.74
H -2.29 -3.57 -5.03
H -2.86 -4.39 -3.56
H -1.13 -4.37 -3.94
H -0.43 -2.15 -0.67
H -2.14 -2.79 -0.41
```